1.
A structure of composition C13H35F13N3O27S7Y2 at a distorted geometry. Source: the OMol25 dataset; level of theory: ωB97M-V/def2-TZVPD.

Values from the calculation:
**Lowest unoccupied orbital energy (alpha / beta)**: -3.29 / -3.41 eV
**Multiplicity**: 2
**Net charge**: 0
**Strongest force on any atom**: 9.96 eV Å⁻¹
**Calculated total energy**: -187056.3454 eV
**Kohn-Sham gap (alpha / beta)**: 0.0821 / 0.2236 hartree
**E_HOMO (alpha / beta)**: -0.2031 / -0.3488 Eh

Element x y z (Å)
Y (22.017, 2.384, -0.146)
Y (21.173, -3.381, -0.002)
S (20.967, -0.469, -2.256)
S (17.730, -4.374, 0.542)
S (23.692, -0.909, 0.916)
S (18.981, 3.501, -1.654)
S (17.869, -3.482, -1.634)
S (19.949, -0.191, 1.689)
S (19.175, 4.542, 0.433)
F (23.498, -1.215, -3.071)
F (25.803, -0.385, -0.676)
F (17.543, -0.357, 0.514)
F (26.243, -0.230, 1.466)
F (18.556, -3.699, 1.811)
F (17.460, -0.206, 2.716)
F (17.957, 1.589, 1.383)
F (26.035, -2.196, 0.511)
F (20.089, 2.623, -2.478)
F (21.895, -2.178, -4.312)
F (20.058, 4.349, 1.720)
F (18.910, -3.189, -2.861)
F (22.554, -0.035, -4.532)
O (21.564, 0.732, -1.674)
O (20.135, -1.552, 1.109)
O (18.851, 4.733, -2.485)
O (15.894, 0.558, 8.359)
O (19.415, 5.980, 0.129)
O (20.942, -1.590, -1.333)
O (23.641, -1.054, 2.370)
O (23.176, -2.089, 0.225)
O (14.109, 0.025, 1.188)
O (16.058, 0.465, -2.267)
O (17.787, -5.838, 0.734)
O (14.526, 0.825, 5.826)
O (18.483, -3.982, 7.759)
O (19.694, -0.202, -2.876)
O (17.078, -2.239, -1.453)
O (22.190, 0.194, 6.478)
O (22.357, 2.528, 2.278)
O (21.833, -3.040, 2.611)
O (23.143, 0.389, 0.440)
O (16.454, -3.742, 0.823)
O (17.865, 2.586, -1.701)
O (17.886, 4.243, 0.903)
O (20.655, 0.826, 0.905)
O (20.328, -0.127, 3.101)
O (17.247, -4.670, -2.238)
O (19.975, 1.915, 4.763)
O (12.218, -1.595, 0.583)
N (18.965, -3.706, -0.561)
N (20.099, 3.550, -0.374)
N (20.283, -2.250, 4.945)
C (19.597, -3.540, 6.940)
C (17.813, -2.953, 8.497)
C (21.723, 1.554, 6.366)
C (19.118, -2.573, 5.777)
C (15.559, -0.127, 6.060)
C (18.081, -3.137, 4.829)
C (22.271, -0.988, -3.676)
C (13.263, -2.103, 1.402)
C (20.203, 1.770, 6.184)
C (14.445, -1.292, 1.143)
C (16.515, 0.483, 7.116)
C (25.574, -0.952, 0.546)
C (18.077, 0.252, 1.586)
H (22.305, 2.076, 5.607)
H (16.068, -0.229, 5.101)
H (21.686, -0.156, 7.216)
H (12.146, -2.188, -0.169)
H (16.842, 1.007, -2.352)
H (22.736, -2.858, 2.871)
H (16.346, -0.298, -1.766)
H (18.458, -2.283, 9.066)
H (13.614, -3.116, 1.200)
H (20.139, -4.301, 6.378)
H (20.149, -1.357, 4.492)
H (20.431, -3.117, 7.499)
H (14.841, -1.613, 0.179)
H (17.408, -0.131, 7.241)
H (14.038, 1.130, 6.594)
H (20.958, -2.081, 5.676)
H (15.196, -1.635, 1.854)
H (17.222, -3.515, 9.220)
H (19.995, 2.659, 6.780)
H (12.882, -2.008, 2.419)
H (20.189, 1.127, 4.257)
H (15.248, -1.152, 6.260)
H (23.055, 2.214, 2.853)
H (17.722, -2.373, 4.140)
H (18.476, -3.995, 4.284)
H (19.600, 0.887, 6.397)
H (13.156, -0.091, 1.206)
H (21.301, -2.505, 3.200)
H (16.553, 0.746, 9.031)
H (18.760, -1.709, 6.338)
H (17.047, -2.528, 7.848)
H (16.861, 1.440, 6.725)
H (21.559, 2.437, 2.798)
H (17.242, -3.697, 5.242)
H (22.027, 1.954, 7.334)


2.
A structure of composition C42H63ClCsIN8O4SSe. Source: the OMol25 dataset; level of theory: ωB97M-V/def2-TZVPD.

Values from the calculation:
**Lowest unoccupied orbital energy**: 3.37 eV
**Multiplicity**: 1
**ΔE to the lowest compared entry with this formula, charge and spin**: 8.1 kcal/mol
**Net charge**: -2
**Strongest force on any atom**: 0.93 eV Å⁻¹
**Calculated total energy**: -162047.7551 eV
**Kohn-Sham gap**: 0.2114 hartree
**E_HOMO**: -0.0876 Eh

Element x y z (Å)
Cs (0.515, 0.736, 1.460)
I (-0.939, 5.919, -1.299)
Se (-2.178, 1.804, -3.412)
Cl (-4.600, 3.031, 4.175)
S (-2.301, -1.820, 2.180)
O (-1.881, 1.933, 1.802)
O (-1.864, -1.358, -2.229)
O (1.486, 3.054, -0.081)
O (-2.023, 3.964, 2.742)
N (3.752, -1.235, 5.270)
N (2.321, -0.255, 3.514)
N (0.511, 4.395, 1.467)
N (-4.767, -2.154, 1.293)
N (-3.870, 0.000, 1.086)
N (1.964, -1.972, -0.196)
N (1.484, -0.490, -2.501)
N (4.188, -0.181, 7.472)
C (1.698, -2.529, -3.740)
C (-0.633, -2.839, -6.376)
C (0.882, -2.738, -6.159)
C (-5.542, -2.229, 0.051)
C (-0.372, 2.407, -5.592)
C (5.047, -5.932, 0.439)
C (-3.467, 0.202, -5.812)
C (-1.537, 1.716, -5.198)
C (-0.675, 3.918, -0.598)
C (-2.278, 2.753, 2.679)
C (-5.093, 0.805, 1.061)
C (2.989, -0.658, 4.382)
C (0.553, 3.767, 0.268)
C (0.754, -0.623, -4.779)
C (3.946, -0.630, 6.427)
C (6.564, -3.945, 0.289)
C (0.082, 1.260, -9.203)
C (-4.494, -4.282, -1.149)
C (4.161, -3.725, -0.320)
C (-7.039, 0.707, -1.532)
C (0.941, 0.057, -3.585)
C (1.857, -1.766, -2.589)
C (-5.137, 1.706, -0.170)
C (-3.095, 2.121, 3.820)
C (-4.787, -2.782, -1.156)
C (5.747, -5.061, -1.780)
C (5.367, -4.659, -0.355)
C (3.634, -3.302, 0.896)
C (-0.491, 1.428, -7.819)
C (0.340, 3.322, -4.638)
C (-2.195, 0.921, -6.156)
C (-5.543, 0.996, -1.457)
C (0.131, 2.242, -6.879)
C (-3.726, -1.273, 1.461)
C (3.556, -3.224, -1.467)
C (-1.665, 0.792, -7.439)
C (1.465, -4.150, -6.100)
C (-3.420, -4.734, -0.158)
C (1.132, -1.957, -4.874)
C (2.553, -2.438, 0.900)
C (2.473, -2.351, -1.365)
C (1.514, -1.993, -7.342)
H (-3.858, -2.220, -1.288)
H (-5.097, 1.423, 1.964)
H (6.042, -4.195, -2.377)
H (-2.500, 2.140, 4.730)
H (4.922, -5.563, -2.288)
H (-7.608, 1.640, -1.557)
H (0.284, -0.103, -5.604)
H (6.808, -3.033, -0.259)
H (-5.249, 1.610, -2.309)
H (1.042, 2.769, -7.153)
H (7.440, -4.598, 0.283)
H (1.187, 3.811, -5.124)
H (1.269, 4.159, 2.088)
H (-1.114, -3.337, -5.532)
H (6.352, -3.667, 1.322)
H (-5.424, -4.836, -0.969)
H (-5.967, 0.160, 1.128)
H (0.703, 2.782, -3.760)
H (-3.014, -5.707, -0.441)
H (1.283, -4.657, -7.050)
H (-0.502, 0.541, -9.781)
H (-0.412, 4.508, 1.900)
H (2.592, -1.882, -7.202)
H (-0.608, 3.294, -1.485)
H (-6.434, -2.828, 0.260)
H (-2.183, 0.162, -8.158)
H (-0.845, -3.405, -7.288)
H (4.820, -5.708, 1.481)
H (-4.956, 0.079, -1.565)
H (2.545, -4.133, -5.929)
H (6.594, -5.749, -1.749)
H (-3.372, 1.098, 3.582)
H (-2.597, -4.019, -0.114)
H (-3.318, -0.488, -4.978)
H (1.113, 0.899, -9.168)
H (4.186, -6.449, 0.010)
H (2.145, -2.097, 1.845)
H (-1.076, -1.849, -6.476)
H (-4.471, -3.056, 1.632)
H (0.621, 1.088, -3.492)
H (1.997, -3.568, -3.721)
H (-5.886, -1.234, -0.203)
H (-4.171, -4.555, -2.157)
H (-3.045, 0.573, 1.282)
H (4.059, -3.610, 1.843)
H (-5.400, -2.556, -2.037)
H (-3.805, -4.839, 0.859)
H (-1.566, 3.680, -0.020)
H (-4.146, 2.153, -0.292)
H (-5.826, 2.535, 0.026)
H (0.087, 2.204, -9.754)
H (3.921, -3.477, -2.452)
H (5.903, -6.612, 0.417)
H (-4.226, 0.914, -5.477)
H (-7.402, 0.134, -0.673)
H (1.000, -4.742, -5.310)
H (1.080, -0.999, -7.461)
H (-1.073, -1.247, -1.688)
H (-1.958, -0.485, -2.666)
H (-3.847, -0.354, -6.673)
H (1.341, -2.549, -8.268)
H (-7.289, 0.140, -2.432)
H (-0.342, 4.082, -4.252)


3.
The molecule C4H8S at a distorted geometry. Source: the OMol25 dataset; level of theory: ωB97M-V/def2-TZVPD.

Values from the calculation:
**Lowest unoccupied orbital energy**: 0.83 eV
**Multiplicity**: 1
**SMILES string**: C1CCSC1
**ΔE to the lowest compared entry with this formula, charge and spin**: 61.1 kcal/mol
**Net charge**: 0
**Strongest force on any atom**: 5.94 eV Å⁻¹
**Calculated total energy**: -15109.7374 eV
**Kohn-Sham gap**: 0.3477 hartree
**E_HOMO**: -0.3174 Eh

Element x y z (Å)
S (2.019, -0.044, 0.025)
C (-0.772, 0.753, 0.090)
C (0.734, 1.378, -0.178)
C (-0.760, -0.699, -0.124)
C (0.643, -1.363, -0.044)
H (-1.493, -0.973, 0.826)
H (0.864, 1.622, -1.239)
H (0.733, -2.085, -0.902)
H (-1.550, 1.275, -0.510)
H (0.475, -1.979, 0.954)
H (0.775, 2.205, 0.833)
H (-1.153, -0.847, -1.016)
H (-0.515, 0.758, 1.285)


4.
A structure of composition C6H7NO3 at a distorted geometry. Source: the OMol25 dataset; level of theory: ωB97M-V/def2-TZVPD.

Values from the calculation:
**Lowest unoccupied orbital energy**: 0.36 eV
**Multiplicity**: 1
**ΔE to the lowest compared entry with this formula, charge and spin**: 93.4 kcal/mol
**Net charge**: 0
**Strongest force on any atom**: 5.36 eV Å⁻¹
**Calculated total energy**: -13963.9119 eV
**Kohn-Sham gap**: 0.3807 hartree
**E_HOMO**: -0.3674 Eh

Element x y z (Å)
O (-2.158, 0.390, -1.897)
O (-0.272, 2.154, 0.002)
O (2.674, 0.716, 0.827)
N (-2.842, -0.957, 0.194)
C (1.423, 0.284, 0.535)
C (0.541, -0.575, 1.485)
C (0.143, 1.063, 0.252)
C (-1.676, -0.917, -0.062)
C (-0.349, -0.401, 0.217)
C (0.941, -0.657, -0.626)
H (-1.742, 1.210, -1.610)
H (0.190, -0.111, 2.414)
H (0.945, -0.267, -1.650)
H (1.326, -1.682, -0.549)
H (0.908, -1.598, 1.633)
H (3.040, 1.224, 0.094)
H (-3.090, 0.124, -1.257)


5.
A cluster of 2 separate species, C58H74N3 in total at a distorted geometry. Source: the OMol25 dataset; level of theory: ωB97M-V/def2-TZVPD.

Values from the calculation:
**Lowest unoccupied orbital energy**: -4.96 eV
**Multiplicity**: 1
**ΔE to the lowest compared entry with this formula, charge and spin**: 15.7 kcal/mol
**Net charge**: +1
**Strongest force on any atom**: 3.11 eV Å⁻¹
**Calculated total energy**: -65808.7954 eV
**Kohn-Sham gap**: 0.1553 hartree
**E_HOMO**: -0.3375 Eh

Element x y z (Å)
N (0.319, -2.806, -0.134)
N (0.725, -1.770, 1.841)
N (1.149, 5.528, -1.414)
C (0.994, 4.922, -2.662)
C (-0.306, -4.172, -4.142)
C (0.417, 5.330, 0.966)
C (-2.193, 1.014, 4.065)
C (1.660, 0.354, -2.112)
C (-1.980, -0.216, 1.949)
C (0.458, -0.095, -1.520)
C (2.702, -3.463, -2.063)
C (-2.678, -5.117, -0.567)
C (0.438, -3.879, 0.862)
C (-4.848, 3.121, -0.826)
C (1.195, -3.316, -2.443)
C (-6.316, 3.109, -1.085)
C (0.478, -1.572, 0.482)
C (2.802, 0.670, 3.713)
C (2.870, -2.689, 4.661)
C (2.928, -4.909, -1.596)
C (0.898, -3.587, -3.783)
C (-3.985, 3.586, -1.814)
C (1.050, -0.753, 2.824)
C (0.860, 5.541, -3.905)
C (-0.169, 3.486, -4.729)
C (3.689, -2.518, 2.251)
C (0.671, 4.279, 2.040)
C (1.876, 1.682, 3.920)
C (1.337, 6.534, 1.188)
C (-1.045, 5.791, 0.955)
C (-2.615, 3.492, -1.652)
C (0.273, 3.486, -0.967)
C (-2.560, -2.696, 0.034)
C (0.442, -0.273, -0.079)
C (0.251, 4.810, -4.937)
C (-1.288, -4.287, -3.172)
C (-1.170, -3.660, -1.932)
C (0.477, 3.632, -2.411)
C (-0.077, 2.916, -3.461)
C (-0.666, -0.326, -2.351)
C (0.790, -0.221, -4.281)
C (3.618, -3.232, -3.271)
C (0.492, -3.167, 2.183)
C (0.527, 1.407, 3.774)
C (-1.446, -0.121, 3.358)
C (0.696, 4.742, -0.414)
C (2.392, -0.604, 3.310)
C (-2.055, 2.841, -0.506)
C (1.855, 0.205, -3.479)
C (-2.951, 2.605, 0.577)
C (-4.323, 2.670, 0.397)
C (0.106, -3.180, -1.529)
C (3.184, -2.482, -1.016)
C (4.743, -1.258, 4.035)
C (-0.481, -0.428, -3.728)
C (-1.778, -1.421, 4.118)
C (-2.493, -3.690, -1.106)
C (-3.707, -3.374, -1.996)
C (-0.643, 2.562, -0.373)
C (3.392, -1.776, 3.542)
C (0.073, 0.170, 3.296)
H (1.824, -2.986, 4.548)
H (-5.014, 2.351, 1.175)
H (-1.333, -0.670, -4.371)
H (3.924, -1.802, 1.456)
H (-0.407, 1.904, -3.254)
H (1.173, 6.933, 2.194)
H (-1.191, 6.590, 0.214)
H (-1.652, -0.375, -1.885)
H (-1.510, -1.049, 1.445)
H (3.516, -4.022, -4.022)
H (1.726, 3.972, 2.040)
H (-2.068, 1.973, 3.546)
H (-2.551, 2.426, 1.581)
H (0.943, -0.356, -5.355)
H (2.203, 2.666, 4.263)
H (-2.429, -1.667, -0.323)
H (-0.176, 2.175, 4.105)
H (4.648, -0.794, 5.021)
H (-1.759, -2.303, 3.468)
H (3.985, -5.062, -1.339)
H (1.356, -4.452, 0.663)
H (0.057, 3.383, 1.892)
H (3.487, -3.594, 4.725)
H (-2.870, -5.813, -1.392)
H (1.526, 6.461, -1.298)
H (1.269, -3.557, 2.845)
H (4.663, -3.236, -2.933)
H (-3.525, -5.157, 0.131)
H (2.660, -5.608, -2.400)
H (-1.715, 0.661, 1.359)
H (2.829, 0.441, -3.914)
H (2.392, 6.243, 1.116)
H (3.146, -1.455, -1.395)
H (-2.185, -4.857, -3.410)
H (-6.799, 2.328, -0.496)
H (-0.604, 2.905, -5.543)
H (-3.581, -2.417, -2.515)
H (-6.787, 4.069, -0.841)
H (1.634, -3.422, -4.568)
H (-0.393, -4.589, 0.773)
H (2.578, -2.524, -0.119)
H (1.117, 7.354, 0.489)
H (4.223, -2.724, -0.745)
H (2.941, -2.155, 5.618)
H (3.424, -2.256, -3.732)
H (-0.337, 1.939, 0.457)
H (-3.545, -2.763, 0.525)
H (2.430, 0.767, -1.459)
H (0.849, 0.488, 0.586)
H (3.848, 0.892, 3.912)
H (-4.610, -3.300, -1.373)
H (-1.978, 3.946, -2.408)
H (-3.267, 0.801, 4.088)
H (-1.827, -2.937, 0.804)
H (0.052, 5.273, -5.903)
H (-1.327, 6.183, 1.937)
H (2.320, -5.162, -0.722)
H (4.560, -3.174, 2.381)
H (-1.845, 1.105, 5.100)
H (5.172, -0.545, 3.325)
H (-3.067, -0.357, 1.939)
H (1.183, 6.572, -4.061)
H (5.439, -2.099, 4.122)
H (-1.098, -1.578, 4.968)
H (-3.892, -4.155, -2.740)
H (-1.730, 4.972, 0.705)
H (-6.497, 2.909, -2.146)
H (-0.463, -4.566, -5.144)
H (0.438, 4.677, 3.034)
H (-2.802, -1.349, 4.518)
H (-4.383, 3.989, -2.752)
H (-0.457, -3.268, 2.723)
H (-1.787, -5.473, -0.039)
H (2.868, -3.151, 1.921)


6.
The molecule CHClO3 at a distorted geometry. Source: the OMol25 dataset; level of theory: ωB97M-V/def2-TZVPD.

Values from the calculation:
**Lowest unoccupied orbital energy**: 0.36 eV
**Multiplicity**: 1
**SMILES string**: O=C(Cl)OO
**ΔE to the lowest compared entry with this formula, charge and spin**: 45.1 kcal/mol
**Net charge**: 0
**Strongest force on any atom**: 3.98 eV Å⁻¹
**Calculated total energy**: -19715.0377 eV
**Kohn-Sham gap**: 0.4401 hartree
**E_HOMO**: -0.4268 Eh

Element x y z (Å)
Cl (-2.373, 0.005, -0.011)
O (0.020, -0.780, 0.118)
O (1.404, -0.855, -0.105)
O (-0.163, 1.398, -0.304)
C (-0.564, 0.341, -0.037)
H (1.675, -0.109, 0.338)